No. 1
Formula: C6H9N
Source: the Open Molecules 2025 dataset
Level of theory: wB97M-V/def2-TZVPD

Summary:
ΔE to the lowest compared entry with this formula, charge and spin   529.8 kJ/mol
E_LUMO   0.036 Ha

```
16
Properties=species:S:1:pos:R:3:forces:R:3
C -1.921 -0.210 2.836 0.03 0.02 -0.04
C -0.874 0.033 1.840 0.36 0.05 -0.34
C -0.015 0.228 1.017 -0.30 -0.08 0.28
C 1.006 0.431 -0.021 -0.03 0.12 -0.02
C 0.730 -0.435 -1.242 -0.06 -0.20 0.16
C -0.355 -0.216 -2.209 0.24 0.28 0.10
N 1.532 -0.061 -2.423 -0.20 -0.21 -0.17
H -1.816 -1.212 3.269 -0.04 0.19 -0.06
H -2.912 -0.136 2.374 0.16 -0.02 0.11
H -1.859 0.525 3.646 -0.04 -0.14 -0.13
H 2.005 0.208 0.373 -0.16 0.01 -0.03
H 1.015 1.481 -0.341 -0.04 -0.08 0.08
H 0.909 -1.491 -1.030 0.10 0.11 0.01
H -0.519 0.888 -2.136 -0.14 -0.21 -0.12
H 1.295 0.791 -2.921 0.24 0.05 0.22
H 1.780 -0.824 -3.033 -0.13 0.10 -0.06
```
Forces are in eV/Å.

These are the Mulliken partial charges, in e, on atoms 1 to 8: atom 1 (C): -1.28, atom 2 (C): 0.88, atom 3 (C): -0.22, atom 4 (C): -0.83, atom 5 (C): 0.08, atom 6 (C): -0.64, atom 7 (N): -0.49, atom 8 (H): 0.29

No. 2
Formula: C31H41BN5O2SScSe
Source: the Open Molecules 2025 dataset
Level of theory: wB97M-V/def2-TZVPD

Summary:
ΔE to the lowest compared entry with this formula, charge and spin   62.0 kJ/mol
E_LUMO   0.168 Ha
Charge   -2

```
83
Properties=species:S:1:pos:R:3:forces:R:3
Sc -0.852 -0.554 -0.828 -0.04 -0.19 0.07
C 2.368 1.017 -0.160 -0.02 0.07 0.04
C 1.886 0.696 1.137 0.02 0.03 -0.07
C 1.463 -0.662 1.090 -0.04 -0.11 0.01
C 1.623 -1.097 -0.270 0.21 -0.04 0.06
C 2.257 -0.068 -1.021 -0.05 -0.03 -0.02
C 2.942 -0.202 -2.378 0.01 -0.05 0.01
C 2.051 0.171 -3.565 -0.01 0.01 -0.03
C 4.175 0.710 -2.416 0.04 0.03 0.00
C 3.419 -1.648 -2.573 -0.01 0.00 0.00
C 1.331 -1.711 2.207 0.02 0.00 -0.01
C 2.716 -1.905 2.861 0.02 -0.01 0.02
C 0.972 -3.098 1.648 0.02 -0.01 0.00
C 0.297 -1.368 3.286 0.00 0.02 0.03
C 1.846 1.770 2.238 -0.01 0.00 0.00
C 0.407 2.118 2.641 -0.06 -0.02 0.03
C 2.475 3.079 1.732 0.01 0.01 -0.05
C 2.640 1.411 3.506 0.01 0.01 0.04
H 2.768 1.979 -0.447 -0.03 -0.01 -0.01
H 1.642 -2.139 -0.551 0.04 -0.04 0.01
H 1.738 1.215 -3.503 -0.02 0.00 0.01
H 1.162 -0.456 -3.606 0.00 0.00 0.01
H 2.602 0.034 -4.504 -0.02 0.01 0.02
H 3.891 1.762 -2.340 0.00 -0.03 0.00
H 4.705 0.576 -3.366 0.00 0.00 0.02
H 4.860 0.483 -1.595 -0.03 0.00 -0.02
H 2.572 -2.335 -2.626 0.03 0.01 -0.01
H 4.065 -1.958 -1.747 -0.02 0.01 -0.02
H 3.980 -1.737 -3.511 -0.02 0.01 0.02
H 3.446 -2.182 2.095 -0.02 0.00 0.00
H 2.670 -2.714 3.601 0.00 0.02 -0.01
H 3.080 -1.009 3.356 -0.01 -0.05 -0.03
H 1.781 -3.492 1.028 -0.02 -0.01 0.02
H 0.053 -3.097 1.067 0.03 0.02 0.00
H 0.830 -3.789 2.485 0.02 0.00 0.00
H 0.563 -0.468 3.839 -0.02 -0.02 -0.01
H 0.224 -2.189 4.008 0.00 0.01 -0.01
H -0.689 -1.219 2.846 0.02 -0.01 -0.01
H -0.148 2.537 1.802 -0.01 -0.01 -0.02
H 0.412 2.859 3.451 -0.01 -0.01 -0.01
H -0.148 1.244 2.979 0.01 0.02 -0.02
H 1.935 3.478 0.870 0.01 -0.02 0.02
H 3.521 2.942 1.446 -0.02 -0.01 0.01
H 2.431 3.829 2.528 0.00 0.00 0.00
H 2.187 0.600 4.072 0.00 0.02 -0.02
H 2.678 2.284 4.168 0.00 -0.01 -0.01
H 3.666 1.125 3.258 -0.02 0.02 -0.01
B -1.611 0.338 -4.213 -0.01 0.06 -0.02
N -2.877 -0.051 -3.410 -0.02 -0.04 0.10
C -4.148 -0.030 -3.816 0.04 0.01 -0.07
C -4.956 -0.442 -2.773 -0.05 0.02 0.02
C -4.063 -0.704 -1.736 0.11 0.01 0.02
N -2.809 -0.470 -2.127 -0.02 0.02 -0.10
N -0.939 1.499 -3.423 0.08 0.01 0.10
C -0.728 2.764 -3.791 -0.06 -0.05 -0.04
C -0.206 3.461 -2.711 0.05 0.02 -0.01
C -0.134 2.508 -1.696 -0.03 -0.02 0.02
N -0.566 1.329 -2.139 -0.03 0.03 -0.10
H -1.955 0.772 -5.291 0.00 0.00 -0.02
H -0.865 -0.599 -4.282 0.02 -0.03 -0.03
H -4.376 0.269 -4.827 -0.03 -0.01 0.04
H -6.028 -0.553 -2.765 0.04 0.00 -0.01
H -4.242 -1.068 -0.739 -0.05 -0.01 -0.01
H -0.982 3.074 -4.792 0.01 0.03 0.03
H 0.068 4.502 -2.662 0.00 -0.03 -0.01
H 0.193 2.603 -0.674 -0.01 0.00 -0.01
O -2.798 2.311 1.312 -0.06 0.05 -0.05
C -2.490 1.132 1.234 0.19 -0.11 0.17
O -1.499 0.699 0.519 -0.12 0.25 -0.01
C -3.199 0.099 2.077 -0.05 0.08 -0.05
C -3.956 0.616 3.133 0.01 0.01 -0.01
C -4.629 -0.194 4.024 0.01 -0.02 -0.02
C -4.552 -1.575 3.850 0.00 0.02 0.00
C -3.819 -2.100 2.807 0.00 -0.02 0.01
C -3.119 -1.293 1.884 -0.07 -0.14 0.05
S -2.289 -2.179 0.614 0.07 0.18 -0.04
H -3.988 1.695 3.220 -0.01 -0.01 0.01
H -5.202 0.235 4.839 0.01 0.00 0.00
H -5.065 -2.247 4.531 0.00 0.01 0.00
H -3.764 -3.173 2.672 0.01 0.01 -0.01
Se -0.299 -2.949 -2.206 -0.22 -0.04 -0.15
C -1.834 -3.390 -3.137 0.13 0.06 0.07
N -2.765 -3.712 -3.746 0.07 0.02 0.04
```
Forces are in eV/Å.

These are the Mulliken partial charges, in e, on atoms 1 to 8: atom 1 (Sc): -0.10, atom 2 (C): -0.37, atom 3 (C): 0.49, atom 4 (C): 0.90, atom 5 (C): -2.51, atom 6 (C): 0.11, atom 7 (C): 2.47, atom 8 (C): -1.65

No. 3
Formula: C4H12O
Source: the Open Molecules 2025 dataset
Level of theory: wB97M-V/def2-TZVPD

Summary:
⟨S²⟩   0.754
ΔE to the lowest compared entry with this formula, charge and spin   157.3 kJ/mol
E_LUMO (alpha / beta)   -0.172 / -0.399 Ha
Charge   +1
Multiplicity   2

```
17
Properties=species:S:1:pos:R:3:forces:R:3
C -1.454 0.129 -1.117 2.63 1.95 1.17
C -1.592 -0.661 0.171 -0.76 -2.45 0.46
C -1.209 1.642 -0.781 3.03 0.05 -2.26
H -0.535 -0.128 -1.663 -0.77 -0.54 -0.43
H -2.337 0.198 -1.656 -1.41 -0.94 -1.50
H -1.169 -0.201 1.046 -0.08 0.83 0.44
H -1.160 -1.705 0.270 0.04 0.92 -1.02
H -2.015 1.996 -0.265 -2.00 1.09 1.79
H -0.266 1.680 -0.163 -0.92 0.43 -0.44
H -2.646 -0.947 0.379 0.45 0.77 0.10
H -1.088 2.407 -1.694 -0.10 -2.11 1.72
C 2.438 -0.353 1.080 0.48 -0.74 -2.96
O 3.335 -1.291 0.411 -1.47 0.41 0.25
H 2.941 -2.178 0.142 0.08 0.65 0.40
H 2.883 0.616 0.842 -0.28 -0.04 0.50
H 2.524 -0.675 2.079 0.59 -0.28 2.35
H 1.351 -0.529 0.919 0.48 0.01 -0.58
```
Forces are in eV/Å.

These are the Mulliken partial charges, in e, on atoms 1 to 8: atom 1 (C): -0.14, atom 2 (C): -1.13, atom 3 (C): -1.04, atom 4 (H): 0.18, atom 5 (H): 0.35, atom 6 (H): 0.33, atom 7 (H): 0.31, atom 8 (H): 0.36

No. 4
Formula: C6H16O
Source: the Open Molecules 2025 dataset
Level of theory: wB97M-V/def2-TZVPD

Summary:
SMILES   CCC(C)(C)C.O
ΔE to the lowest compared entry with this formula, charge and spin   28.1 kJ/mol
E_LUMO   0.028 Ha

```
23
Properties=species:S:1:pos:R:3:forces:R:3
C 0.180 1.438 2.004 0.71 -0.65 0.03
C 0.440 -0.031 -0.783 1.00 -0.15 0.15
C -1.081 -1.765 0.093 -1.05 -0.05 0.03
C -1.737 0.671 -0.113 -0.88 -0.79 0.47
C -0.136 -0.054 1.709 0.44 0.17 -0.41
C -0.622 -0.334 0.269 -0.16 1.55 -0.44
H 0.682 1.450 2.987 -0.13 0.33 -0.37
H -0.667 2.144 2.033 0.17 -0.60 -0.04
H 0.897 1.779 1.239 -0.22 0.16 0.44
H 0.690 1.043 -0.796 0.00 -0.41 -0.08
H 0.060 -0.317 -1.778 0.19 0.13 0.33
H 1.361 -0.604 -0.580 -0.15 0.17 -0.24
H -0.361 -2.569 0.323 -0.02 0.59 0.00
H -1.405 -1.872 -0.956 0.01 -0.26 0.38
H -1.961 -1.883 0.747 0.18 -0.37 -0.28
H -2.110 0.441 -1.126 0.04 0.15 0.34
H -1.432 1.730 -0.084 0.06 -0.57 0.02
H -2.559 0.521 0.606 -0.05 0.30 -0.34
H 0.797 -0.649 1.718 -0.14 0.39 0.68
H -0.787 -0.436 2.519 0.00 -0.07 -0.69
O 3.403 -0.452 -3.044 -0.47 0.66 -0.93
H 3.599 -0.530 -4.005 -0.23 0.12 1.03
H 2.746 0.278 -2.984 0.69 -0.79 -0.08
```
Forces are in eV/Å.

These are the Mulliken partial charges, in e, on atoms 1 to 8: atom 1 (C): -1.14, atom 2 (C): -1.93, atom 3 (C): -1.82, atom 4 (C): -1.76, atom 5 (C): -0.68, atom 6 (C): 2.04, atom 7 (H): 0.38, atom 8 (H): 0.28

- The lowest ΔE to the lowest compared entry with this formula, charge and spin belongs to which entry?
  C6H16O